one) Density functional theory data (wB97M-V/def2-TZVPD) for C22H21NO3 in the gas phase.

Atoms and positions in Å:
O1 0.398 4.307 -1.992
C1 1.414 4.793 -2.410
O2 1.660 4.917 -3.723
H1 0.925 4.548 -4.238
C2 2.552 5.315 -1.574
C3 3.755 4.356 -1.676
C4 3.352 2.977 -1.236
C5 2.973 2.014 -2.161
C6 2.515 0.775 -1.763
C7 2.410 0.458 -0.408
C8 2.818 1.420 0.521
C9 3.277 2.653 0.112
H2 3.574 3.382 0.854
H3 2.760 1.190 1.576
N1 2.004 -0.783 0.045
H4 1.885 -0.812 1.049
C10 1.027 -1.600 -0.646
C11 -0.397 -1.178 -0.356
C12 -1.276 -2.065 0.248
C13 -2.577 -1.673 0.542
C14 -3.004 -0.389 0.220
C15 -2.124 0.493 -0.378
C16 -0.826 0.108 -0.662
H5 -0.147 0.811 -1.119
H6 -2.449 1.492 -0.623
H7 -4.020 -0.106 0.444
O3 -3.505 -2.530 1.076
C17 -3.128 -3.472 1.996
C18 -3.865 -4.652 2.031
C19 -3.578 -5.617 2.978
C20 -2.556 -5.418 3.892
C21 -1.832 -4.239 3.863
C22 -2.113 -3.263 2.925
H8 -1.559 -2.336 2.915
H9 -1.043 -4.070 4.582
H10 -2.330 -6.175 4.627
H11 -4.153 -6.531 2.998
H12 -4.659 -4.790 1.314
H13 -0.957 -3.072 0.480
H14 1.177 -2.637 -0.329
H15 1.218 -1.547 -1.719
H16 2.233 0.055 -2.517
H17 3.036 2.237 -3.218
H18 4.557 4.739 -1.043
H19 4.105 4.336 -2.709
H20 2.837 6.302 -1.941
H21 2.215 5.384 -0.540

Values from the calculation:
Kohn-Sham gap = 0.310 hartree
HOMO = -7.687 eV

Atomic partial charges in e from the Mulliken method, atoms 1 to 5: number 1, O, carries -0.57; number 2, C, carries 0.50; number 3, O, carries -0.46; number 4, H, carries 0.36; number 5, C, carries -0.45


two) Density functional theory data (wB97M-V/def2-TZVPD) for C22H21NO3 in the gas phase.

Atoms and positions in Å:
O1 6.446 0.585 1.689
C1 5.949 0.147 2.690
O2 6.386 -0.981 3.269
H1 7.111 -1.362 2.750
C2 4.803 0.766 3.446
C3 3.595 -0.188 3.482
C4 3.139 -0.515 2.087
C5 2.339 0.368 1.375
C6 1.946 0.100 0.079
C7 2.358 -1.073 -0.555
C8 3.157 -1.965 0.165
C9 3.541 -1.687 1.459
H2 4.157 -2.396 1.995
H3 3.478 -2.884 -0.308
N1 2.047 -1.361 -1.867
H4 2.180 -2.326 -2.127
C10 1.029 -0.656 -2.600
C11 -0.378 -0.777 -2.048
C12 -1.348 0.113 -2.486
C13 -2.652 0.029 -2.013
C14 -2.994 -0.960 -1.097
C15 -2.023 -1.839 -0.657
C16 -0.723 -1.753 -1.125
H5 0.019 -2.447 -0.761
H6 -2.286 -2.606 0.056
H7 -4.011 -1.040 -0.742
O3 -3.563 0.900 -2.550
C17 -4.616 1.351 -1.797
C18 -5.798 1.640 -2.473
C19 -6.876 2.160 -1.783
C20 -6.788 2.395 -0.421
C21 -5.607 2.119 0.247
C22 -4.520 1.602 -0.433
H8 -3.594 1.401 0.087
H9 -5.527 2.311 1.307
H10 -7.633 2.797 0.117
H11 -7.792 2.380 -2.312
H12 -5.849 1.453 -3.534
H13 -1.106 0.881 -3.204
H14 1.037 -1.039 -3.626
H15 1.302 0.404 -2.651
H16 1.313 0.805 -0.436
H17 2.008 1.283 1.846
H18 2.790 0.297 4.038
H19 3.881 -1.100 4.007
H20 5.135 0.973 4.465
H21 4.535 1.700 2.952

Values from the calculation:
Kohn-Sham gap = 0.311 hartree
HOMO = -7.730 eV

Atomic partial charges in e from the Mulliken method, atoms 1 to 5: number 1, O, carries -0.58; number 2, C, carries 0.48; number 3, O, carries -0.44; number 4, H, carries 0.34; number 5, C, carries -0.41


Stability ranking, top and bottom: two) is the most stable and one) is the least stable.


one) Density functional theory data (wB97M-V/def2-TZVPD) for a molecular structure, C2H7O2P.

Atoms and positions in Å:
C1 1.715 -0.614 -0.076
C2 -1.393 0.862 0.368
O1 -1.114 -1.661 -0.859
O2 -2.730 0.353 0.170
P1 -0.581 -0.837 0.188
H1 1.848 -0.132 -1.045
H2 2.221 -0.035 0.720
H3 2.310 -1.618 -0.085
H4 -1.487 1.276 1.382
H5 -1.031 1.713 -0.377
H6 -2.676 0.104 -0.697
H7 -0.866 -1.267 1.486

Values from the calculation:
Kohn-Sham gap = 0.395 hartree
HOMO = -9.887 eV

Atomic partial charges in e from the Mulliken method, atoms 1 to 5: number 1, C, carries -0.93; number 2, C, carries -0.33; number 3, O, carries -0.57; number 4, O, carries -0.46; number 5, P, carries 0.53


two) Density functional theory data (wB97M-V/def2-TZVPD) for 2 unconnected molecules or ions with the total composition C2H7O2P.

Atoms and positions in Å:
C1 1.235 -1.328 -0.144
C2 -2.843 0.661 -0.131
O1 1.211 1.313 -0.080
O2 -2.683 -0.353 0.481
P1 2.278 0.118 0.329
H1 0.202 -1.158 0.157
H2 1.282 -1.472 -1.224
H3 1.629 -2.216 0.345
H4 -3.845 1.023 -0.419
H5 -2.002 1.292 -0.457
H6 1.623 2.040 -0.547
H7 1.913 0.081 1.689

Values from the calculation:
Kohn-Sham gap = 0.362 hartree
HOMO = -9.066 eV

Atomic partial charges in e from the Mulliken method, atoms 1 to 5: number 1, C, carries -0.74; number 2, C, carries -0.04; number 3, O, carries -0.49; number 4, O, carries -0.39; number 5, P, carries 0.17


three) Density functional theory data (wB97M-V/def2-TZVPD) for 2 unconnected molecules or ions with the total composition C2H7O2P.

Atoms and positions in Å:
C1 -2.006 -0.673 0.398
C2 1.699 1.235 -0.097
O1 1.459 -1.511 0.435
O2 -1.103 0.359 0.370
P1 1.015 -0.416 -0.348
H1 -2.906 -0.484 1.054
H2 -1.620 -1.736 0.627
H3 -2.585 -0.953 -0.665
H4 0.911 1.785 0.344
H5 2.660 1.240 0.507
H6 1.966 1.719 -1.005
H7 0.509 -0.565 -1.620

Values from the calculation:
Kohn-Sham gap = 0.321 hartree
HOMO = -8.833 eV

Atomic partial charges in e from the Mulliken method, atoms 1 to 5: number 1, C, carries -0.54; number 2, C, carries -0.81; number 3, O, carries -0.51; number 4, O, carries -0.60; number 5, P, carries 0.69


Stability ranking, top and bottom: two) is the most stable and three) is the least stable.


one) Density functional theory data (wB97M-V/def2-TZVPD) for 3 unconnected molecules or ions with the total composition C4H14NO2S.

Atoms and positions in Å:
C1 -0.167 -1.180 -1.264
C2 -0.803 0.191 -1.301
S1 -1.703 0.607 0.261
C3 1.180 -1.176 -0.547
N1 1.582 -2.413 0.142
C4 1.402 -2.456 1.587
H1 -0.848 -1.862 -0.751
H2 -0.035 -1.525 -2.305
H3 -1.562 0.235 -2.073
H4 -0.052 0.928 -1.608
H5 2.019 -0.827 -1.159
H6 1.030 -0.416 0.216
H7 1.169 -3.198 -0.300
H8 0.483 -2.834 1.991
H9 1.517 -1.464 2.014
H10 2.193 -3.052 2.016
H11 -1.375 2.913 -0.712
H12 0.084 3.299 -0.605
O1 -0.719 3.528 -1.082
H13 0.457 1.003 1.405
H14 0.402 2.310 2.165
O2 1.038 1.688 1.789

Values from the calculation:
charge = -1
Kohn-Sham gap = 0.257 hartree
HOMO = -3.240 eV

Atomic partial charges in e from the Mulliken method, atoms 1 to 5: number 1, C, carries -0.45; number 2, C, carries -0.86; number 3, S, carries -0.63; number 4, C, carries 0.73; number 5, N, carries -0.40


two) Density functional theory data (wB97M-V/def2-TZVPD) for 3 unconnected molecules or ions with the total composition C4H14NO2S.

Atoms and positions in Å:
C1 2.647 -0.129 0.199
N1 1.884 -0.030 -1.043
C2 1.196 -1.245 -1.415
C3 -0.115 -1.715 -0.665
S1 0.230 -3.417 -0.006
C4 1.796 0.154 1.466
H1 3.490 0.629 0.190
H2 3.114 -1.103 0.196
H3 1.302 0.803 -0.991
H4 0.830 -1.031 -2.459
H5 1.817 -2.163 -1.543
H6 -0.414 -1.053 0.151
H7 -0.852 -1.661 -1.436
H8 1.829 -0.597 2.221
H9 0.745 0.391 1.310
H10 2.314 1.017 1.934
H11 -2.923 4.774 0.665
H12 -3.687 5.442 -0.595
O1 -3.744 5.113 0.294
H13 -3.623 -0.715 0.167
H14 -3.850 -2.173 0.507
O2 -3.987 -1.291 0.854

Values from the calculation:
charge = -1
Kohn-Sham gap = 0.182 hartree
HOMO = -2.417 eV

Atomic partial charges in e from the Mulliken method, atoms 1 to 5: number 1, C, carries -0.35; number 2, N, carries -0.41; number 3, C, carries -0.82; number 4, C, carries -0.31; number 5, S, carries -0.69


Stability ranking, top and bottom: one) is the most stable and two) is the least stable.


one) Density functional theory data (wB97M-V/def2-TZVPD) for 2 unconnected molecules or ions with the total composition CH3NO4S.

Atoms and positions in Å:
C1 0.332 -1.264 -0.078
N1 1.542 0.686 0.249
O1 -0.672 -1.881 0.004
O2 -2.293 0.662 1.049
O3 -1.266 0.835 -1.041
O4 0.506 -0.197 0.670
S1 -2.128 0.024 -0.194
H1 1.138 -1.320 -0.994
H2 1.682 1.355 0.946
H3 1.158 1.101 -0.610

Values from the calculation:
Kohn-Sham gap = 0.376 hartree
HOMO = -10.705 eV

Atomic partial charges in e from the Mulliken method, atoms 1 to 5: number 1, C, carries 0.33; number 2, N, carries -0.49; number 3, O, carries -0.49; number 4, O, carries -0.39; number 5, O, carries -0.48


two) Density functional theory data (wB97M-V/def2-TZVPD) for CH3NO4S in the gas phase.

Atoms and positions in Å:
C1 2.454 -0.743 0.599
N1 -1.302 0.154 -0.230
O1 3.061 -1.711 0.298
O2 1.564 1.374 -0.869
O3 0.935 -0.914 -1.520
O4 -0.064 -0.036 0.491
S1 1.204 0.032 -0.536
H1 2.815 -0.071 1.284
H2 -1.975 -0.279 0.400
H3 -1.130 -0.446 -1.173

Values from the calculation:
Kohn-Sham gap = 0.356 hartree
HOMO = -10.352 eV

Atomic partial charges in e from the Mulliken method, atoms 1 to 5: number 1, C, carries 0.00; number 2, N, carries -0.48; number 3, O, carries -0.32; number 4, O, carries -0.54; number 5, O, carries -0.60


Stability ranking, top and bottom: one) is the most stable and two) is the least stable.


one) Density functional theory data (wB97M-V/def2-TZVPD) for C18H19N3O2 in the gas phase.

Atoms and positions in Å:
C1 -4.833 -2.680 -0.496
H1 -5.703 -3.327 -0.415
H2 -4.797 -2.269 -1.502
H3 -3.938 -3.278 -0.338
C2 -4.908 -1.552 0.536
C3 -3.709 -0.657 0.420
C4 -2.553 -0.919 1.143
C5 -1.431 -0.126 1.007
C6 -1.448 0.961 0.139
C7 -2.598 1.231 -0.594
C8 -3.711 0.424 -0.453
H4 -4.599 0.643 -1.028
H5 -2.612 2.064 -1.278
N1 -0.301 1.770 -0.016
C9 0.138 2.260 -1.210
O1 -0.344 2.033 -2.294
C10 1.374 3.106 -0.934
H6 2.151 2.906 -1.671
C11 1.780 2.757 0.500
H7 2.171 3.618 1.043
C12 2.868 1.681 0.549
O2 3.926 1.868 1.104
N2 2.505 0.523 -0.068
C13 3.226 -0.667 -0.175
C14 4.524 -0.838 0.301
C15 5.125 -2.075 0.137
C16 4.417 -3.090 -0.487
N3 3.184 -2.932 -0.941
C17 2.607 -1.759 -0.791
H8 1.599 -1.674 -1.180
H9 4.847 -4.071 -0.635
H10 6.130 -2.243 0.492
H11 5.038 -0.024 0.783
H12 1.593 0.490 -0.505
C18 0.467 2.249 1.117
H13 0.636 1.458 1.851
H14 -0.074 3.064 1.615
H15 1.094 4.158 -1.024
H16 -0.541 -0.364 1.571
H17 -2.527 -1.760 1.821
H18 -5.819 -0.974 0.370
H19 -4.954 -1.983 1.538

Values from the calculation:
Kohn-Sham gap = 0.348 hartree
HOMO = -8.810 eV

Atomic partial charges in e from the Mulliken method, atoms 1 to 5: number 1, C, carries -1.07; number 2, H, carries 0.36; number 3, H, carries 0.33; number 4, H, carries 0.32; number 5, C, carries -1.05


two) Density functional theory data (wB97M-V/def2-TZVPD) for C18H19N3O2 in the gas phase.

Atoms and positions in Å:
C1 -4.723 -5.540 -0.088
C2 -4.094 -5.470 -1.320
C3 -3.242 -4.419 -1.607
C4 -3.001 -3.422 -0.665
C5 -3.638 -3.504 0.572
C6 -4.493 -4.553 0.856
H1 -4.985 -4.599 1.817
H2 -3.477 -2.728 1.306
C7 -2.093 -2.307 -0.968
C8 -1.198 -1.834 -0.015
C9 -0.341 -0.783 -0.288
C10 -0.364 -0.171 -1.536
C11 -1.258 -0.642 -2.499
C12 -2.103 -1.692 -2.220
H3 -2.799 -2.029 -2.974
H4 -1.267 -0.159 -3.464
O1 0.438 0.860 -1.938
C13 1.283 1.495 -1.011
C14 0.495 2.448 -0.092
O2 1.301 3.277 0.708
C15 1.950 2.665 1.800
C16 3.450 2.435 1.542
N1 4.152 3.683 1.471
C17 4.101 4.646 0.533
N2 4.866 5.652 0.878
C18 5.376 5.264 2.063
N3 4.967 4.081 2.456
H5 6.057 5.861 2.632
H6 3.506 4.580 -0.354
H7 3.882 1.872 2.372
H8 3.596 1.887 0.607
H9 1.472 1.714 2.060
H10 1.848 3.350 2.650
H11 -0.086 3.128 -0.720
H12 -0.204 1.870 0.531
H13 1.984 2.077 -1.615
H14 1.848 0.757 -0.426
H15 0.344 -0.464 0.483
H16 -1.154 -2.307 0.955
H17 -2.741 -4.380 -2.563
H18 -4.266 -6.239 -2.059
H19 -5.390 -6.359 0.135

Values from the calculation:
Kohn-Sham gap = 0.327 hartree
HOMO = -8.316 eV

Atomic partial charges in e from the Mulliken method, atoms 1 to 5: number 1, C, carries -0.42; number 2, C, carries -0.56; number 3, C, carries -0.45; number 4, C, carries 0.41; number 5, C, carries -0.49


Stability ranking, top and bottom: one) is the most stable and two) is the least stable.